1.
The following is a DFT calculation (ωB97M-V/def2-TZVPD) of a cluster of 2 separate species, C2H4NOP in total at a distorted geometry.

Positions of all 9 atoms, in Å:
1 C 2.40 -0.25 -0.06
2 C -0.88 -0.34 -0.46
3 N 3.12 -1.13 -0.14
4 O -0.27 1.60 1.15
5 P -0.02 1.25 -0.42
6 H -2.04 -0.19 -0.32
7 H -0.53 -1.14 0.15
8 H -0.89 -0.76 -1.43
9 H -0.89 0.95 1.53

Properties
frontier orbital gap (alpha / beta)	7.90 / 7.90	eV
relative energy (zero: lowest compared OMol25 entry of this formula, charge and spin)	230.0	kJ/mol

Here are the natural (NBO) charges for atoms 1 to 8, given in e: C -0.09; C -1.10; N -0.54; O -0.95; P 1.36; H 0.25; H 0.29; H 0.27

***

2.
The following is a DFT calculation (ωB97M-V/def2-TZVPD) of a structure of composition C36H45BrCsN4OP2S4Sb.

Positions of all 95 atoms, in Å:
1 Cs 0.91 0.83 0.17
2 C -3.09 4.69 -2.15
3 C -2.35 3.55 -2.85
4 C -3.28 2.77 -3.78
5 P -1.30 2.59 -1.62
6 C -2.47 1.93 -0.32
7 C -2.69 2.98 0.78
8 C -3.78 1.31 -0.78
9 C -0.78 1.17 -2.68
10 C -0.17 1.56 -3.88
11 C 0.26 0.66 -4.84
12 C 0.13 -0.70 -4.57
13 C -0.41 -1.12 -3.38
14 C -0.87 -0.22 -2.38
15 N -1.24 -0.64 -1.13
16 C -1.97 -1.75 -0.91
17 C -2.84 -2.35 -1.87
18 C -3.63 -3.44 -1.57
19 C -3.61 -4.01 -0.30
20 C -2.78 -3.44 0.66
21 C -1.98 -2.34 0.39
22 P -0.89 -1.62 1.68
23 C 0.17 -3.13 1.98
24 C 1.19 -3.19 0.83
25 C 0.90 -3.14 3.33
26 C -2.02 -1.56 3.17
27 C -3.32 -0.85 2.80
28 C -1.33 -0.78 4.30
29 H -3.47 5.40 -2.89
30 H -3.94 4.32 -1.58
31 H -2.43 5.24 -1.46
32 H -1.58 4.01 -3.48
33 H -4.15 2.39 -3.24
34 H -3.64 3.43 -4.57
35 H -2.78 1.92 -4.24
36 H -1.90 1.12 0.12
37 H -3.28 3.84 0.44
38 H -3.22 2.53 1.63
39 H -1.74 3.37 1.17
40 H -4.50 2.08 -1.10
41 H -3.63 0.61 -1.60
42 H -4.24 0.76 0.05
43 H -0.04 2.62 -4.08
44 H 0.72 1.01 -5.76
45 H 0.49 -1.43 -5.29
46 H -0.46 -2.18 -3.15
47 H -2.88 -1.91 -2.87
48 H -4.28 -3.85 -2.34
49 H -4.23 -4.86 -0.06
50 H -2.77 -3.87 1.66
51 H -0.48 -4.00 1.93
52 H 1.90 -2.36 0.90
53 H 1.76 -4.12 0.87
54 H 0.69 -3.13 -0.14
55 H 1.51 -2.24 3.46
56 H 0.21 -3.22 4.17
57 H 1.58 -4.00 3.37
58 H -2.24 -2.58 3.51
59 H -3.10 0.13 2.36
60 H -3.92 -1.41 2.08
61 H -3.92 -0.67 3.70
62 H -1.17 0.26 3.99
63 H -1.95 -0.77 5.20
64 H -0.35 -1.19 4.56
65 S -0.93 6.09 4.37
66 Sb 0.42 6.01 2.56
67 S 1.21 3.59 2.35
68 S 2.69 3.99 3.76
69 S 2.81 6.05 3.44
70 Br 3.94 -2.88 -4.91
71 C 4.34 -1.52 -3.64
72 C 3.60 -0.26 -3.73
73 C 3.32 0.45 -2.41
74 C 4.04 -0.11 -1.25
75 C 5.38 -0.45 -1.84
76 C 5.25 -1.67 -2.69
77 N 3.60 -0.20 -0.05
78 C 4.26 -0.72 1.00
79 C 3.78 -0.55 2.32
80 C 4.53 -1.03 3.43
81 C 4.10 -0.81 4.71
82 C 2.92 -0.09 4.93
83 C 2.24 0.35 3.81
84 N 2.61 0.11 2.55
85 H 2.92 -0.11 -4.55
86 H 2.39 1.00 -2.31
87 H 6.20 -0.46 -1.13
88 H 5.87 -2.56 -2.57
89 H 5.24 -1.19 0.87
90 H 5.45 -1.58 3.24
91 H 4.68 -1.18 5.55
92 H 2.56 0.15 5.92
93 H 1.31 0.91 3.92
94 O 5.60 0.68 -2.75
95 N 4.33 0.99 -3.33

Properties
frontier orbital gap	5.10	eV
net charge	-2
relative energy (zero: lowest compared OMol25 entry of this formula, charge and spin)	208.7	kJ/mol

Here are the Mulliken charges for atoms 1 to 8, given in e: Cs 2.15; C -1.69; C 0.67; C -1.37; P 0.06; C 3.84; C -1.62; C -1.63

***

3.
The following is a DFT calculation (ωB97M-V/def2-TZVPD) of a structure of composition C33H37ClO2OsSi2 at a distorted geometry.

Positions of all 76 atoms, in Å:
1 C -1.17 -1.12 3.93
2 C -2.50 -0.73 3.67
3 C -3.17 -1.82 3.08
4 H -2.94 0.24 3.91
5 C -2.25 -2.88 2.96
6 C -1.01 -2.45 3.48
7 H -0.10 -3.03 3.57
8 H -0.42 -0.53 4.43
9 H -4.21 -1.83 2.77
10 H -2.46 -3.87 2.55
11 Os -1.60 -1.29 1.95
12 Si -0.16 -0.20 -2.68
13 C 0.29 1.31 -3.69
14 C 1.58 1.56 -4.19
15 H 2.42 0.91 -3.93
16 C 1.79 2.66 -5.04
17 H 2.78 2.86 -5.46
18 C 0.73 3.52 -5.37
19 H 0.89 4.38 -6.04
20 C -0.54 3.29 -4.83
21 H -1.38 3.96 -5.05
22 C -0.76 2.19 -3.99
23 H -1.75 2.01 -3.57
24 C 0.51 -1.61 -3.68
25 C 0.00 -1.65 -4.99
26 H -0.72 -0.90 -5.33
27 C 0.42 -2.66 -5.87
28 H 0.01 -2.69 -6.89
29 C 1.36 -3.60 -5.45
30 H 1.69 -4.38 -6.14
31 C 1.89 -3.54 -4.15
32 H 2.64 -4.28 -3.83
33 C 1.47 -2.55 -3.26
34 H 1.89 -2.49 -2.26
35 H -1.63 -0.29 -2.82
36 Si 1.16 0.13 -0.26
37 C -0.05 -1.32 0.08
38 C -1.46 -1.33 -0.22
39 H -1.98 -0.44 -0.59
40 C -2.15 -2.56 -0.23
41 H -3.20 -2.57 -0.55
42 C -1.46 -3.75 -0.06
43 H -1.94 -4.71 -0.29
44 C -0.14 -3.73 0.35
45 H 0.42 -4.67 0.45
46 C 0.51 -2.52 0.55
47 H 1.53 -2.50 0.93
48 C 0.00 1.60 0.00
49 C -1.16 1.57 0.79
50 H -1.32 0.75 1.52
51 C -2.12 2.57 0.68
52 H -3.05 2.49 1.26
53 C -1.90 3.67 -0.17
54 H -2.65 4.45 -0.27
55 C -0.66 3.78 -0.83
56 H -0.46 4.65 -1.46
57 C 0.30 2.78 -0.70
58 H 1.28 2.88 -1.18
59 H 2.48 0.24 -0.93
60 Cl 2.31 0.06 1.54
61 C -0.61 2.50 4.73
62 O 0.12 2.12 3.56
63 C 1.51 2.39 3.71
64 C 2.26 1.35 4.54
65 O 1.63 0.09 4.42
66 C 2.46 -1.03 4.73
67 H -1.66 2.24 4.54
68 H -0.23 1.96 5.62
69 H -0.54 3.59 4.91
70 H 1.93 2.38 2.69
71 H 1.67 3.38 4.17
72 H 3.30 1.31 4.17
73 H 2.24 1.66 5.60
74 H 2.36 -1.26 5.80
75 H 3.53 -0.84 4.51
76 H 2.12 -1.88 4.13

Properties
frontier orbital gap (alpha / beta)	5.67 / 3.32	eV
net charge	+2
relative energy (zero: lowest compared OMol25 entry of this formula, charge and spin)	316.4	kJ/mol
multiplicity	5

Here are the Mulliken charges for atoms 1 to 8, given in e: C 0.47; C -0.56; C -0.80; H 0.45; C -0.43; C -0.86; H 0.45; H 0.53

***

4.
The following is a DFT calculation (ωB97M-V/def2-TZVPD) of a cluster of 2 separate species, C9H21N4O2 in total at a distorted geometry.

Positions of all 36 atoms, in Å:
1 C 0.31 -0.49 -0.86
2 C 0.30 0.86 1.24
3 C 1.08 0.63 -1.50
4 C 1.18 1.84 0.54
5 C -0.58 0.10 0.22
6 C -1.37 -1.13 0.77
7 C -2.50 -1.69 -0.10
8 C -3.75 -0.91 0.13
9 C 3.19 1.76 -0.86
10 N 3.89 -2.99 -0.24
11 N 3.82 -2.05 0.56
12 N 4.14 0.92 -1.06
13 N 1.95 1.12 -0.44
14 O -3.56 0.36 -0.51
15 O 2.89 -1.23 0.61
16 H -0.37 -1.00 -1.61
17 H 0.96 -1.15 -0.41
18 H 0.91 0.23 1.90
19 H -0.33 1.34 2.06
20 H 1.64 0.28 -2.35
21 H 0.36 1.37 -1.88
22 H 0.44 2.47 -0.07
23 H 1.69 2.35 1.43
24 H -1.39 0.79 -0.10
25 H -0.69 -1.96 1.16
26 H -1.73 -0.91 1.81
27 H -2.18 -1.66 -1.23
28 H -2.75 -2.80 0.06
29 H -4.59 -1.45 -0.49
30 H -4.00 -0.84 1.18
31 H 3.35 2.79 -0.93
32 H 4.69 -3.56 -0.10
33 H 4.61 -1.96 1.22
34 H 4.97 1.39 -1.35
35 H 2.19 0.22 -0.05
36 H -4.33 1.07 -0.29

Properties
frontier orbital gap	9.57	eV
net charge	+1
relative energy (zero: lowest compared OMol25 entry of this formula, charge and spin)	356.4	kJ/mol

Here are the natural (NBO) charges for atoms 1 to 8, given in e: C -0.43; C -0.43; C -0.23; C -0.25; C -0.25; C -0.42; C -0.43; C -0.06

***

5.
The following is a DFT calculation (ωB97M-V/def2-TZVPD) of a cluster of 2 separate species, C3H12N3O2 in total at a distorted geometry.

Positions of all 20 atoms, in Å:
1 C -1.53 1.05 1.95
2 C 1.93 -1.28 -1.47
3 C -1.65 -0.94 0.75
4 N -0.35 1.29 -1.17
5 N 1.05 0.32 0.50
6 N 0.19 0.15 -0.56
7 O -1.39 -0.32 1.82
8 O 0.66 -0.75 -1.61
9 H -2.08 1.46 2.89
10 H -2.13 1.42 1.14
11 H -0.52 1.42 2.07
12 H 1.98 -1.98 -2.28
13 H 1.93 -1.82 -0.49
14 H 2.83 -0.65 -1.59
15 H -1.68 -2.01 0.75
16 H -2.16 -0.44 -0.17
17 H -0.71 0.90 -2.02
18 H 0.30 1.95 -1.42
19 H 1.40 -0.62 0.86
20 H 1.95 0.84 0.03

Properties
frontier orbital gap (alpha / beta)	8.14 / 8.14	eV
net charge	+1
relative energy (zero: lowest compared OMol25 entry of this formula, charge and spin)	788.7	kJ/mol

Here are the natural (NBO) charges for atoms 1 to 8, given in e: C -0.29; C -0.28; C 0.33; N -0.63; N -0.65; N 0.12; O -0.35; O -0.42

***

no.,calculated total energy (hartree)
1,-549.8530
2,-6802.9552
3,-2559.1527
4,-724.6226
5,-435.7627